No. 1
22
Properties=species:S:1:pos:R:3:forces:R:3 method="wB97M-V/def2-TZVPD" homo_energy_ev=-11.924 e_lumo_ha=-0.153 e_tot_ha=-1538.9390 orbital_gap_ha=0.2855 charge=+1
C -0.448228 1.646144 -1.330092 1.2 -3.1 1.6
C 0.101950 1.157042 1.049777 -0.2 2.7 -1.2
C 0.227392 1.951616 -0.061977 -0.6 -2.1 -0.2
C -0.597971 0.342774 -1.706709 -0.6 0.1 1.2
C -0.372108 -0.884691 -0.782759 1.3 -0.5 -2.2
C 0.886408 -0.829122 0.041889 0.0 -0.5 0.7
N -1.523074 -1.359620 0.007505 0.4 0.3 -0.9
N 0.889130 -1.577690 1.102823 1.7 0.3 0.1
S 1.513229 3.102702 -0.209621 -0.5 0.4 -0.5
S -1.465861 -0.127370 -3.150404 0.2 0.4 0.1
S 2.336821 -0.307684 -0.687479 0.6 0.8 -2.1
H -0.668696 2.509646 -1.862638 -0.6 1.0 -1.6
H 0.435985 1.669718 1.909972 1.0 -0.4 1.3
H -0.019002 -1.797631 -1.453735 -0.8 1.7 0.7
H -0.567605 0.361776 1.187311 -1.4 -0.2 0.1
H -2.372375 -0.841717 -0.215087 0.3 0.6 0.3
H -1.718400 -2.213689 -0.471640 -0.5 -1.1 0.3
H 0.073016 -1.915514 1.558776 -0.8 -0.1 0.2
H 1.781854 -1.524963 1.543989 0.2 -0.8 1.1
H 1.510162 3.060111 1.085808 0.9 0.7 1.4
H -1.706239 1.174145 -3.212915 -0.7 0.2 -1.1
H 3.452877 -0.406531 0.093795 -1.1 -0.5 0.7


No. 2
34
Properties=species:S:1:pos:R:3:forces:R:3 method="wB97M-V/def2-TZVPD" homo_energy_ev=-10.674 e_lumo_ha=0.019 e_tot_ha=-1203.3178 orbital_gap_ha=0.4112
C 2.030860 -0.450395 -1.349388 0.0 0.5 -0.4
C 2.665190 0.641649 -0.433163 0.3 -1.0 0.2
C 3.752182 -0.063291 0.446151 -0.9 0.0 -0.4
C 1.642319 1.314465 0.509007 1.0 -0.4 0.4
O 1.051266 2.495091 -0.058282 -0.4 -1.4 0.6
C 0.096638 2.242437 -0.976331 -0.3 -0.6 1.0
O 0.052818 2.868390 -1.950422 0.0 1.9 -2.9
O -0.860662 1.284268 -0.755080 0.7 0.1 1.5
C -1.791481 1.714894 0.264073 -1.3 -0.9 -0.3
C -2.553668 0.483184 0.799570 0.3 0.7 0.8
C -1.647864 -0.556331 1.505432 0.3 0.6 -0.5
C -1.051914 -1.665237 0.612640 -0.1 0.4 0.2
S -2.204110 -2.466186 -0.512196 -0.4 -2.5 0.5
O -3.428198 -2.758221 0.175418 -0.7 1.8 0.2
O -1.622589 -3.676720 -0.982804 1.5 0.3 -0.8
O -2.427402 -1.512790 -1.790983 -0.1 0.0 1.0
H 0.955133 -0.283987 -1.499068 0.2 -0.1 0.0
H 2.190191 -1.471372 -0.974689 -0.2 0.3 0.1
H 2.490556 -0.417041 -2.348008 -0.1 -0.1 0.3
H 3.155276 1.362885 -1.101585 -0.3 0.2 0.5
H 4.618646 -0.305504 -0.177979 0.0 0.1 0.4
H 4.006406 0.512770 1.344167 0.3 0.0 -0.4
H 3.302579 -1.008635 0.786985 0.3 0.2 0.1
H 0.902454 0.564260 0.828379 0.0 0.4 -0.2
H 2.174270 1.629453 1.416708 -0.3 0.3 -0.3
H -2.547189 2.346389 -0.231447 0.4 0.1 0.2
H -1.327107 2.277718 1.085463 0.2 -0.2 -0.3
H -3.214254 0.071914 0.031995 0.3 0.0 0.1
H -3.217565 0.892824 1.580412 0.1 -0.1 -0.3
H -0.783428 0.009350 1.895670 -0.2 -0.2 0.0
H -2.147607 -0.951493 2.396954 0.0 -0.3 -0.5
H -0.183559 -1.345822 0.025239 -0.4 0.1 0.0
H -0.699012 -2.467843 1.275312 -0.3 -0.1 -0.5
H -3.379174 -1.311072 -1.838150 0.2 0.0 0.0